Here is C10H21ClNO3OsP2 as an isolated structure in a non-equilibrium geometry from OMol25. Energies are from ωB97M-V/def2-TZVPD.

Positions of all 39 atoms, in Å:
Cl 1.6360 -0.7663 -3.9497
C 2.4899 -1.8131 -0.1166
P 1.8902 -0.7408 1.2422
Os -0.0759 0.3807 0.7435
H 3.4162 1.0385 0.6986
H -3.2175 1.8954 -2.0276
H 1.7597 -2.6062 -0.2981
H -2.4445 3.9560 -0.4630
H 1.0530 -3.1200 -5.5741
H -1.5377 1.3527 -2.3463
O -0.4910 2.4624 4.8093
C -1.5911 3.4217 -0.0314
H -2.7432 0.1928 -1.7505
H 3.4613 -2.2562 0.1286
H 1.6383 -1.2823 3.5924
C 0.1457 -2.8074 -5.0493
H -0.6953 3.5962 -0.6329
C -2.4097 1.2326 -1.6982
H -3.7859 0.4322 0.9735
C 1.8902 -1.8557 2.6963
P -1.8978 1.6165 0.0182
H -3.2793 1.7809 2.0041
C -3.4572 1.4750 0.9695
H 1.1291 -2.6287 2.5602
N -0.2569 1.2884 2.5164
C 0.5205 -2.2025 -3.7278
O 0.1873 -2.5416 -2.6386
H 4.2360 -0.2020 1.7019
C -0.3760 1.8856 3.6827
C -0.9828 -0.3511 2.1424
H -1.4064 3.7834 0.9836
H -0.5165 -3.6590 -4.8831
H -0.3462 -2.0502 -5.6666
H 2.8691 -2.3281 2.8297
H 3.1098 0.9714 2.4466
H 2.5729 -1.2014 -1.0186
C 3.3128 0.3695 1.5569
H -4.2417 2.1024 0.5342
O -1.5655 -0.8214 3.0418

**Gap between HOMO and LUMO (alpha / beta)**: 0.2815 / 0.1428 hartree
**Total charge**: +3
**ΔE to the lowest compared entry with this formula, charge and spin**: 2.275 eV
**Multiplicity**: 5
**E_HOMO (alpha / beta)**: -19.37 / -19.58 eV

Here is a 10-piece molecular cluster, C22H69N5O10 overall in a non-equilibrium geometry from OMol25. Energies are from ωB97M-V/def2-TZVPD.

Positions of all 106 atoms, in Å:
H -2.6449 1.4993 0.2612
H -2.9480 -2.2418 0.1621
N -3.1869 2.1314 -0.3413
H 4.3021 -0.6696 4.3410
H -5.3541 -4.6024 2.2304
H -1.6573 -2.6370 -0.9347
H 0.3662 1.0562 -5.3114
C 1.6920 -2.3405 1.9816
H 1.3147 0.8749 1.3739
N 1.0549 0.8798 2.3591
H 3.9672 -1.9370 -8.8376
H -3.0539 -1.6498 -2.7417
H -0.3327 -5.4897 0.5789
H 4.3597 -1.1054 -5.2747
H -1.9326 -0.4918 2.0494
H -0.5838 -0.1029 -0.1705
C 1.1009 2.3654 4.3373
H 0.0405 2.1253 4.5033
H 5.7700 0.8968 2.9312
N -0.9164 -4.8964 -0.0083
O 1.0171 2.0144 -1.4282
C 1.1082 3.9177 6.0781
C 5.0492 0.1897 2.5321
C -4.2769 4.3102 -0.4627
H -4.3904 -5.4307 3.5121
C -4.6057 -4.4714 3.0177
H -3.0615 -3.5991 -0.9917
H -2.5117 3.8266 0.7031
C 4.5318 -1.3143 -6.3348
H 5.9536 -2.3770 4.4338
H 1.6429 3.2128 6.7252
C 1.3440 2.2280 2.8358
O -4.3783 -0.1275 -4.3691
H 1.4390 -0.1209 -7.2770
H 1.6894 2.4422 -1.9733
O -1.5406 0.1834 1.4813
C -1.7881 -3.9962 0.7642
H 0.8615 -1.7200 1.6451
H -2.6530 -0.0243 -2.1755
H 0.5541 3.0844 1.0159
H -4.1305 5.3014 4.1467
H -1.1340 -3.3864 1.4092
H -3.4653 2.4843 2.3805
C 3.9166 -2.0993 2.8402
H 1.3002 1.0853 -3.8370
H 2.6647 -2.1072 -6.9254
H 4.3811 -2.4490 1.9072
H 0.6649 4.2538 2.3428
C 1.3834 1.1721 -4.9165
O 0.0313 -0.4905 -0.8150
C 4.8255 -1.0067 3.4404
O 1.0102 -3.1031 -1.3504
H -4.7061 0.2978 -5.1684
H 5.2469 -0.5473 -6.6457
C -2.5488 -0.7201 -3.0049
C -2.9387 -0.1248 -4.3434
C -2.4090 -3.0828 -0.2832
C 2.3828 0.0433 -6.7424
H -2.5804 0.9112 -4.2895
H 5.0086 -2.2901 -6.4091
H -5.0515 2.4416 1.5423
O 1.3597 3.6918 4.7142
H -5.3355 4.0588 -0.5399
O -4.5350 4.2072 2.4838
H -3.9021 4.2513 -1.4872
H -0.2586 -4.3004 -0.5102
C 0.4266 3.2236 2.0898
H 1.7250 0.2806 2.8464
H 2.8921 0.9432 -7.0987
H 2.6602 -0.9827 -9.0726
H -4.9794 -3.8282 3.8128
H 2.3603 2.5752 2.6046
O 2.1852 0.0999 -5.3548
H 1.3168 -3.0631 2.7130
H -2.0461 -5.4410 2.3178
C -4.1654 3.0444 1.7517
H -2.5896 -0.6444 -5.2365
H -4.1323 5.3447 -0.1502
C -2.6679 -4.8138 1.6661
H -2.7458 5.1302 3.1082
H 1.3826 4.9298 6.3662
H -0.5813 2.9781 2.4200
H -4.0898 1.6729 -0.4564
H 0.0285 3.8033 6.2569
H 2.0405 -2.8563 1.0816
H 6.5921 -1.9949 3.0426
C -3.6319 4.6016 3.4763
H 5.3783 -0.1552 1.5461
N 3.5150 -1.0828 -8.5351
H -3.2832 3.7402 4.0587
H -3.3511 -5.4984 1.1509
H 4.1003 0.7001 2.3554
C 3.2272 -1.1780 -7.0895
H 1.7461 1.6852 4.9070
H 3.8383 -2.9349 3.5441
O -3.4197 -3.9380 2.4935
H 1.7836 2.1331 -5.2515
H 0.1954 2.4886 -1.6262
H 1.2231 -3.1716 -2.2877
H 0.8062 -2.1545 -1.1973
H -0.6773 0.4258 1.9345
H -1.4927 -1.0129 -3.0505
H 0.5799 0.2604 -1.1214
N 6.1189 -1.5656 3.8371
O 2.6719 -1.5013 2.5593
C -3.4631 3.3717 0.4273

**Gap between HOMO and LUMO**: 0.3229 hartree
**ΔE to the lowest compared entry with this formula, charge and spin**: 0.126 eV
**E_HOMO**: -8.63 eV
**SMILES**: COC[C@H](C)N.COC[C@H](C)N.COC[C@H](C)N.COC[C@H](C)N.COC[C@H](C)N.CCO.O.O.O.O

Here is an isolated ion of composition C8H16NO3 and charge +1 in a non-equilibrium geometry from OMol25. Energies are from ωB97M-V/def2-TZVPD.

Positions of all 28 atoms, in Å:
N -0.4630 -0.1715 0.1598
H -2.2570 1.9072 -0.4358
O 1.6201 -1.5513 0.7579
O 1.8911 -0.5255 -1.2418
H -2.0040 -1.5708 -0.0160
H 0.6818 1.5461 0.3536
H 0.0090 1.2606 -1.2594
H 3.1414 1.0739 -1.2649
C -0.3684 -0.5434 1.5579
H -1.0867 3.1789 -0.1294
C -0.6985 -1.6528 -1.7352
H 3.9330 -0.4962 -0.9730
H -0.3612 -1.0135 -2.5540
C 3.0673 0.1240 -0.7394
H 0.9575 -1.9465 2.6373
H -2.1616 -0.1731 -1.0996
C -1.3676 2.1627 0.1347
H -0.0047 -2.7027 1.3359
H -1.6085 2.1416 1.1945
C -1.4548 -0.8633 -0.6402
C -0.2103 1.2237 -0.1887
H 3.0119 0.2764 0.3370
C 1.2054 -1.3205 -0.4683
C 0.5312 -1.8024 1.6465
H -1.3429 -0.7579 2.0019
H 0.0973 0.2718 2.1153
H -1.2784 -2.4891 -2.1223
O 0.4168 -2.2100 -1.0452

**Gap between HOMO and LUMO**: 0.4207 hartree
**Total charge**: +1
**ΔE to the lowest compared entry with this formula, charge and spin**: 0.000 eV
**E_HOMO**: -13.82 eV

Here is a 2-piece molecular cluster, C6H16N2O overall in a non-equilibrium geometry from OMol25. Energies are from ωB97M-V/def2-TZVPD.

Positions of all 25 atoms, in Å:
H 0.9099 0.5372 2.8052
H -1.0482 2.4621 1.5141
C -0.0369 -1.2940 -2.1893
H -2.4645 -2.1378 -1.2020
H 1.8244 1.5520 -0.7445
O -1.4066 0.3211 -1.2289
H 0.6035 -0.9090 1.8471
C 1.7732 0.9690 0.1770
N 0.1404 -2.5096 -2.4451
H 0.6448 2.8164 1.8591
C -0.0383 2.4130 1.1051
H 0.3030 -0.4214 -2.7481
H -2.1277 -1.5169 0.4309
H -0.7471 0.0820 2.4053
H 2.1234 -0.0424 -0.0474
H 0.0070 3.0677 0.2339
H 2.4796 1.4100 0.8869
H -0.5721 0.8832 -0.1613
H -0.0816 -0.4693 -0.1938
C -1.6841 -1.9231 -0.4742
C 0.3474 0.9656 0.7408
H -1.1165 -2.8278 -0.2687
C 0.2730 0.1188 2.0193
N -0.7895 -0.8874 -1.0302
H 0.6834 -2.6593 -3.2914

**Gap between HOMO and LUMO**: 0.3520 hartree
**ΔE to the lowest compared entry with this formula, charge and spin**: 4.793 eV
**E_HOMO**: -8.74 eV
**SMILES**: [H]/N=C/[N@H+](C)[O-].CC(C)C

Here is a 6-piece molecular cluster, C27H51INO15PS6 overall in a non-equilibrium geometry from OMol25. Energies are from ωB97M-V/def2-TZVPD.

Positions of all 102 atoms, in Å:
P -2.5523 -1.7216 -0.9753
H -7.2707 0.9162 -2.0639
H -3.3424 -6.7707 -7.4197
C -0.9645 -2.1528 -4.0635
C -2.6129 -5.2410 -6.0811
H 8.1132 0.8267 4.0138
O -6.3835 1.6153 -6.2368
H 4.3248 4.2879 5.0648
H 3.5206 1.7973 2.2773
H -0.6219 -2.4059 -2.9788
H -4.4625 0.5559 -4.6237
I -1.5514 -0.8820 1.1008
O 8.6512 2.0992 0.9096
C -1.7001 1.2928 7.1877
O 6.7433 2.4822 2.5303
H -1.6139 -5.5985 -6.3361
C 8.9081 1.2625 3.4049
H -3.9799 -3.2371 -0.2094
C -0.7880 0.1945 6.6404
C -1.8836 0.5625 -2.1405
C 3.7508 3.3837 5.2821
O -1.9314 -1.6308 5.1255
H 0.2362 0.5493 6.5123
H 1.7326 3.8512 2.5601
C 0.5993 0.7337 -2.3135
H 8.4282 3.5721 4.9131
S -0.7394 -0.3469 -4.4109
C 8.9580 3.8634 2.8406
H 10.8611 2.0999 3.7930
H -7.2417 2.6775 -2.1615
O 1.8487 5.1588 4.8708
H 3.8631 3.1105 6.3316
H -3.8194 -5.1387 -7.8896
H -2.0481 -2.5295 -4.1760
C -4.9591 -5.9830 -6.2298
O -4.1427 -2.3233 -0.5670
H -5.6975 -6.5735 -6.7769
O -2.0808 -6.8016 -4.0122
C -5.5202 1.6822 -3.0651
O 0.4666 -0.1214 -5.3370
C 2.0533 3.0741 3.2557
H 4.0538 3.4585 2.5364
S 2.0382 3.7258 4.9210
H -3.5568 0.1951 7.0552
C -5.3939 0.5334 -4.0562
H -1.7209 1.2796 8.2804
C -3.0917 1.0725 6.5927
H 0.7986 -1.4150 -1.4539
H -3.7247 0.3536 4.6183
C 3.4918 2.6313 2.9829
H 9.9692 1.6871 5.2578
H -1.3224 2.2733 6.8783
H 3.3690 0.3900 -2.0150
H -0.7983 -0.6901 7.2807
H -5.5071 -0.4319 -3.5563
H -4.2932 -7.7164 -5.1058
H 4.6750 -3.9967 -1.7245
O -2.8732 -0.4795 -2.1347
C -7.7959 1.6795 -4.0152
C 9.3219 3.5303 4.2811
O -3.4100 -4.6779 -3.6368
C 4.2460 -2.9323 -1.5530
H -5.2938 -6.5841 -4.1462
C 2.7892 -0.3827 -1.3604
H -2.6009 1.7467 4.5888
O -1.9584 0.0795 -5.2459
H 1.3604 2.2303 3.2165
C -4.5447 -6.6670 -4.9340
H 1.2968 1.4836 -2.8649
H 1.6896 -1.1691 -3.1446
H -3.7461 1.9307 6.7623
H 9.4342 0.4757 2.8620
C 4.1190 2.2572 4.3260
H 2.6330 0.0101 -0.2911
S -1.4600 -0.2664 5.0487
O 1.2156 2.8668 5.7435
C 3.7096 -1.7292 -1.4116
N -0.7099 0.6871 -3.0317
H -7.9622 2.6695 -4.4448
O -0.5644 0.1848 4.0039
C -2.8707 0.8231 5.1071
S 8.1565 2.3890 2.2364
O -2.0784 1.5355 -1.3156
H -5.4012 -5.0046 -6.0127
C 1.3711 -0.6687 -2.1440
H 10.0535 4.2350 4.6833
H -8.7505 1.1692 -3.8768
H 0.4583 1.1838 -1.2448
S -3.0515 -5.8216 -4.4463
C -3.6711 -5.8001 -7.0325
H -5.2026 2.6194 -3.5348
H 3.6958 1.3109 4.6805
H 8.2842 4.7160 2.7538
H -2.6251 -4.1490 -6.0665
S -6.7826 0.7442 -5.1549
O -7.3943 -0.5464 -5.3878
C 9.8665 2.1014 4.2517
H 5.2010 2.1352 4.2477
H -4.8990 1.5197 -2.1811
H 9.8535 4.0280 2.2364
C -7.0054 1.7612 -2.7086
H -0.2413 -2.7657 -4.7465

**Gap between HOMO and LUMO**: 0.3268 hartree
**ΔE to the lowest compared entry with this formula, charge and spin**: 2.494 eV
**E_HOMO**: -9.02 eV
**SMILES**: C#CCCCN(C(=O)OP(O)I)S(C)(=O)=O.O=S1(=O)CCCC1.O=S1(=O)CCCC1.O=S1(=O)CCCC1.O=S1(=O)CCCC1.O=S1(=O)CCCC1

Here is C33H49ClO2P4Re as an isolated structure in a non-equilibrium geometry from OMol25. Energies are from ωB97M-V/def2-TZVPD.

Positions of all 90 atoms, in Å:
H 1.4524 3.1663 -7.7581
C -4.5305 -1.5011 -2.9742
C -0.0558 -0.0485 -1.6592
H -0.4161 -1.4404 -3.2030
H 3.7603 -2.3150 -0.7139
C 0.5873 3.3353 -7.1156
H -1.3665 0.3184 -4.2311
C 0.6097 0.9016 -1.0358
C -1.4304 3.1608 -1.0269
C -0.4051 -2.2616 -7.0454
H 1.3007 1.6934 -1.1927
C -3.8597 -3.5376 -0.9429
C -1.5534 3.7586 -5.3589
P -1.4010 2.0030 0.3819
H 2.6002 -2.0588 -2.0608
C 1.3385 -2.9192 -5.5030
C 5.7859 2.3915 -5.3647
C -0.6249 2.7589 -5.0575
H -3.6982 2.4361 0.8776
C 0.8960 -0.5620 -5.8866
H -4.8459 -0.7864 -2.2023
H -0.6936 2.2002 -4.1226
H -2.3906 -1.7638 0.4446
H -4.1520 -0.9561 -3.8491
H 3.2486 -2.7853 1.5519
H -1.1782 -2.5299 -7.7597
C -1.9122 -1.4997 -1.6403
P 1.5390 1.1022 -5.9449
H 6.2340 0.8995 -6.8724
C -2.5633 -3.6027 -3.5995
C -0.1120 -0.1493 3.5880
H -2.1313 2.8014 -1.7945
H 0.1477 3.3482 1.6553
C -0.9078 3.0704 1.7695
C 3.2008 1.3542 -5.3781
H -5.3863 -2.1284 -3.2624
C -1.4365 4.5085 -6.5327
H 3.2444 -0.6502 -1.1501
C 0.3972 -3.2550 -6.4760
C -0.2252 -0.9325 -6.6911
H 1.8915 -3.6999 -4.9820
H -0.2590 4.8880 -8.3147
C 4.8455 2.8590 -4.4384
P -3.2510 -2.5621 -2.3093
H -1.7529 4.1466 -0.6615
C -0.3619 4.3044 -7.4067
H -1.0424 2.5301 2.7147
H -0.8948 -0.1499 -7.0491
H -3.5080 1.0830 -0.3051
H 0.4267 -3.4398 -1.3060
H 1.6974 -2.5123 2.4471
C 3.5538 2.3423 -4.4197
H 6.7619 2.8692 -5.4388
H 2.7745 -1.1293 2.0795
Cl 1.7318 1.1195 1.4850
H 5.1176 3.6483 -3.7362
C 5.4892 1.2937 -6.1834
H -1.7279 -4.1973 -3.2031
H -3.1878 0.7910 1.4379
H 1.5811 -4.2417 -0.1707
H -3.3478 -4.2916 -3.9462
C -3.1314 1.5294 0.6259
C 0.4297 2.5000 -5.9733
Re -0.1189 -0.0977 0.4074
H 2.8109 2.6833 -3.6988
C 0.8107 -3.4629 -0.2750
H -1.5388 3.9669 1.7425
O -1.7817 0.1592 -3.3699
H -0.4271 3.2461 -1.4677
O -0.6770 -0.5561 2.3482
H -4.2299 -2.8663 -0.1562
H -2.1882 5.2562 -6.7766
H 4.0085 -0.2209 -6.6449
H -2.2150 -3.0058 -4.4548
H -4.6814 -4.1670 -1.3137
H 0.3792 -1.0040 4.0785
H -2.3799 3.9408 -4.6660
H 2.3489 -1.3102 -4.4630
H 0.2691 -4.2925 -6.7795
H 0.6468 0.6261 3.3994
C 1.6006 -1.5866 -5.2044
C -0.9710 -0.7445 -2.5672
H -3.0493 -4.1708 -0.5549
C 2.4076 -2.0991 1.7187
H -0.8991 0.2798 4.2264
P 1.5466 -1.8432 0.1273
C 4.2375 0.7028 -6.1118
C 2.9220 -1.6989 -1.0721
C -1.7126 -1.3039 -0.3076
H -0.0232 -3.6532 0.4155

**Gap between HOMO and LUMO (alpha / beta)**: 0.2267 / 0.1688 hartree
**Total charge**: +2
**Multiplicity**: 4
**E_HOMO (alpha / beta)**: -11.30 / -12.19 eV

Number 1: DFT total energy -51875.4208 eV. Number 2: DFT total energy -51856.4851 eV. Number 3: DFT total energy -16180.9504 eV. Number 4: DFT total energy -11505.2623 eV. Number 5: DFT total energy -143422.5047 eV. Number 6: DFT total energy -90902.5842 eV.